One molecule with the formula C6H11NO in a non-equilibrium geometry. Source: the OMol25 dataset; level of theory: ωB97M-V/def2-TZVPD.

Geometry as XYZ:
```
19
Properties=species:S:1:pos:R:3:forces:R:3
C -1.3677 1.0768 -0.3793 0.04 -3.16 0.60
C -1.7065 1.2529 1.0272 0.23 2.20 -0.73
C 1.5119 0.7766 0.6932 -0.10 0.15 -0.04
C 1.5338 -1.5709 -0.2896 -0.30 -0.08 0.21
C -0.5140 -0.1873 -0.4761 2.04 0.82 -0.79
C 0.7654 -0.2977 -0.0387 -0.80 -0.02 -0.59
N -1.2041 -1.2529 -1.0497 -0.44 -0.10 -0.07
O -0.9129 2.3315 -0.1324 -1.51 -0.37 1.82
H -2.2337 0.9936 -1.0546 0.14 0.19 0.07
H -1.8620 -1.0041 -1.7739 0.08 -0.02 0.01
H -0.6622 -2.0666 -1.2920 0.05 0.07 0.03
H -0.9718 1.2416 1.8202 0.20 -0.57 -0.38
H -2.7402 1.2956 1.3574 -0.01 1.04 -0.27
H 1.0093 1.7379 0.6229 0.17 -0.03 0.07
H 1.6315 0.5158 1.7493 0.06 -0.01 0.07
H 1.4979 -1.8644 -1.3428 0.02 -0.02 -0.04
H 1.1292 -2.4019 0.2957 0.09 -0.12 0.01
H 2.5795 -1.4513 -0.0138 0.02 -0.02 0.00
H 2.5168 0.8748 0.2769 0.01 0.07 0.02
```
Positions in Å, forces in eV/Å.

Values from the calculation:
* HOMO energy: -0.277 hartree
* frontier orbital gap: 8.243 eV
* SMILES: CC(C)=C(N)[C@H]1CO1
* energy relative to the best compared isomer or geometry (same formula, charge and spin): 3.606 eV
* total energy: -9934.84863 eV

---

A 3-piece molecular cluster, C30H53FN3O6P overall in a non-equilibrium geometry. Source: the OMol25 dataset; level of theory: ωB97M-V/def2-TZVPD.

Geometry as XYZ:
```
94
Properties=species:S:1:pos:R:3:forces:R:3
C -5.8767 2.3035 3.1299 -0.42 -0.86 -0.87
C -6.3924 2.1593 1.6685 0.36 0.28 0.16
C -6.9536 3.4970 1.0964 0.41 -0.22 0.54
C -7.3847 0.9562 1.4959 1.01 0.33 -0.46
C -6.5595 -0.3222 1.5017 -0.72 0.99 -0.64
C -6.3659 -1.0921 2.5542 0.61 -0.48 0.21
C -6.9726 -0.8319 3.9187 -1.51 -1.36 -1.67
O -6.4117 -0.2758 4.7735 1.65 1.13 1.95
N -8.3159 -1.3393 4.2003 0.60 -2.03 -1.34
C -9.0484 -1.6565 3.0017 1.19 -0.33 1.51
O -9.8422 -0.9320 2.5927 -2.32 2.02 -1.62
F -8.8229 -2.8194 2.3897 0.54 -0.52 0.51
C -5.4736 -2.3229 2.3756 -0.08 1.92 -0.27
O -5.7912 -3.3297 2.9164 -0.08 -1.74 0.96
C -4.2775 -2.1385 1.4704 0.87 -0.21 0.25
C -2.8819 -2.7268 1.7244 -1.06 -0.77 0.03
C -2.8423 -3.9920 2.6219 1.21 0.08 0.34
C -2.2220 -3.7467 4.0307 -0.29 -0.99 -1.33
C -0.8630 -3.0675 3.9989 -0.88 -0.87 -0.90
O -0.4190 -2.5729 4.9667 0.91 1.41 2.28
O -0.1350 -3.0543 2.8472 -0.83 0.14 -0.42
C -4.4795 -1.3735 0.4063 -1.35 1.32 -1.26
P -3.1780 -0.9424 -0.8335 1.04 -0.08 -0.34
C -3.7649 -1.6716 -2.4410 -0.67 -0.10 0.24
C -3.3064 0.9027 -1.1180 -0.48 -0.26 0.25
C -5.8742 -0.7752 0.2104 1.56 -0.36 3.01
O -6.3995 -0.6906 -0.8367 -1.15 0.49 -2.46
H -6.7351 2.2238 3.8106 0.35 0.39 0.07
H -5.2340 1.4315 3.3161 -0.05 0.40 0.29
H -5.3014 3.2256 3.2661 -0.23 -0.20 0.05
H -5.4893 1.9117 1.0781 -0.38 0.03 0.01
H -7.9659 3.3855 0.6886 0.33 0.12 -0.05
H -6.2461 3.8719 0.3440 -0.50 -0.05 -0.04
H -6.9696 4.2592 1.8896 -0.22 -0.21 -0.22
H -8.1582 0.9575 2.2739 0.12 0.03 -0.23
H -7.8337 1.1044 0.5029 -0.14 -0.39 0.35
H -8.1526 -2.2526 4.6463 0.06 0.42 0.42
H -2.4791 -3.0177 0.7475 -0.07 0.27 0.26
H -2.2391 -1.9073 2.0727 -0.15 -0.32 0.11
H -2.1488 -4.6989 2.1374 -0.29 0.20 0.05
H -3.7965 -4.5200 2.7079 0.14 0.39 -0.02
H -2.0567 -4.7506 4.4580 0.01 0.39 0.13
H -2.8953 -3.2188 4.7138 0.37 0.14 -0.13
H 0.4256 -2.2663 2.9456 0.32 -0.45 -0.01
H -4.3059 -2.6026 -2.2126 0.21 0.22 -0.05
H -2.9044 -1.9390 -3.0662 -0.16 0.25 0.19
H -4.4718 -1.0312 -2.9873 0.28 -0.12 0.14
H -4.3454 1.2648 -1.0790 0.32 0.00 -0.10
H -2.8834 1.1401 -2.1039 -0.14 -0.24 0.21
H -2.6955 1.4305 -0.3734 -0.25 -0.18 -0.11
C 1.0980 0.0755 -0.6194 0.02 0.10 -0.01
C 2.0912 -0.7692 0.1665 -0.15 0.16 0.02
N 3.3060 -1.0745 -0.5650 0.17 -0.25 -0.09
C 4.1222 -2.0941 0.0770 -0.02 -0.22 0.07
C 4.7347 -1.7682 1.4436 0.13 -0.09 0.02
C 4.0325 0.0672 -1.0956 -0.12 0.28 -0.19
C 4.5090 1.1386 -0.1084 0.17 0.08 -0.05
H 0.8453 -0.3984 -1.5695 0.05 0.00 0.01
H 0.1766 0.1892 -0.0449 0.01 -0.03 -0.01
H 1.4811 1.0778 -0.8212 0.00 -0.02 -0.01
H 1.5901 -1.7110 0.4133 0.20 -0.08 -0.01
H 2.2999 -0.2644 1.1231 -0.06 0.02 0.06
H 4.9242 -2.3894 -0.6058 -0.03 0.15 -0.07
H 3.5052 -2.9918 0.1897 -0.11 0.10 -0.02
H 5.5798 -1.0866 1.3576 -0.05 0.06 0.04
H 5.1132 -2.6856 1.9004 -0.02 0.01 -0.01
H 4.0069 -1.3390 2.1337 0.01 0.02 -0.03
H 3.4003 0.5545 -1.8439 -0.08 -0.05 0.07
H 4.8922 -0.2943 -1.6682 -0.03 -0.18 0.12
H 3.7476 1.3977 0.6293 -0.01 -0.04 -0.02
H 4.7564 2.0534 -0.6529 -0.01 -0.02 0.00
H 5.4113 0.8305 0.4185 -0.06 0.01 0.10
C 10.1302 2.8818 -4.1210 -0.01 0.03 0.06
C 8.8119 2.3839 -4.6976 0.13 0.16 0.04
N 8.0765 1.5118 -3.7998 -0.12 -0.30 0.01
C 6.9655 0.8277 -4.4437 -0.02 -0.13 -0.18
C 5.8013 1.6784 -4.9631 -0.15 -0.09 0.00
C 7.7977 2.0482 -2.4781 0.22 0.15 0.22
C 7.0015 3.3546 -2.3860 -0.11 0.03 0.15
H 10.7639 2.0478 -3.8144 -0.06 0.00 0.04
H 10.6699 3.4551 -4.8766 -0.03 -0.01 0.00
H 9.9798 3.5383 -3.2623 0.03 -0.02 -0.01
H 9.0469 1.8241 -5.6076 -0.20 -0.09 0.04
H 8.2157 3.2541 -5.0107 0.02 0.05 -0.07
H 6.5690 0.0713 -3.7594 0.07 0.09 0.12
H 7.3694 0.2582 -5.2874 0.11 0.09 0.01
H 5.1664 2.0354 -4.1530 0.03 0.08 -0.01
H 5.1699 1.0709 -5.6160 0.03 0.00 0.01
H 6.1412 2.5352 -5.5464 0.02 0.00 0.03
H 8.7510 2.1969 -1.9629 0.03 0.01 -0.11
H 7.2908 1.2816 -1.8841 -0.05 -0.08 -0.19
H 7.3345 4.1015 -3.1087 0.01 -0.05 -0.02
H 7.1260 3.7905 -1.3917 0.01 -0.02 -0.01
H 5.9341 3.1882 -2.5268 0.01 0.08 -0.10
```
Positions in Å, forces in eV/Å.

Values from the calculation:
* HOMO energy: -0.301 hartree
* frontier orbital gap: 7.214 eV
* SMILES: CC(C)CC1=C(C(=O)NC(=O)F)C(=O)C(CCCC(=O)O)=C(P(C)C)C1=O.CCN(CC)CC.CCN(CC)CC
* energy relative to the best compared isomer or geometry (same formula, charge and spin): 0.843 eV
* total energy: -60729.31776 eV

---

C6H14CsN2O10S2 as an isolated structure in a non-equilibrium geometry. Source: the OMol25 dataset; level of theory: ωB97M-V/def2-TZVPD.

Geometry as XYZ:
```
35
Properties=species:S:1:pos:R:3:forces:R:3
Cs 0.5103 -0.0481 -0.0915 -0.76 0.63 0.44
S -1.9212 1.9478 -1.9485 -1.08 -0.15 -0.44
O -2.8741 2.9438 -1.4270 0.43 -0.21 -0.22
O -0.5079 2.4562 -1.7908 0.32 -0.03 0.22
O -2.0246 0.6655 -1.1857 0.27 0.09 -0.34
O -2.1697 1.7007 -3.4026 0.32 0.03 0.36
S -0.3838 0.9426 3.2470 -0.81 1.03 -0.11
O -0.4239 -0.5573 3.0594 0.53 -0.43 -0.14
O -1.6800 1.4889 2.8104 0.27 -0.19 0.23
O -0.1049 1.2907 4.6566 0.22 -0.40 -0.10
O 0.7024 1.4679 2.3579 0.31 -0.36 0.00
C 1.1217 3.5893 -4.4510 -0.42 -0.14 -0.21
C 2.3165 3.1825 -3.6191 -0.03 -0.09 -0.12
O 3.4786 3.3702 -4.0072 0.28 0.16 -0.12
N 2.0184 2.6022 -2.4631 -0.23 0.04 0.57
C 3.0578 2.2665 -1.4934 -0.61 0.40 -1.31
H 1.3247 3.3888 -5.5049 0.13 0.03 0.03
H 0.9258 4.6592 -4.3466 0.16 0.00 0.08
H 0.2028 3.0706 -4.1582 0.11 0.01 0.12
H 1.0011 2.5205 -2.1876 0.01 0.01 -0.10
H 2.5740 1.6869 -0.7158 0.45 0.05 0.18
H 3.5000 3.1817 -1.0954 0.09 -0.12 0.23
H 3.8167 1.7258 -2.0626 0.24 -0.20 0.49
C -1.5743 -5.4062 3.0927 -0.41 -0.34 -0.04
C -1.4476 -3.9495 3.5399 0.10 0.14 0.19
O -1.7381 -3.6826 4.7079 0.10 -0.20 -0.33
N -1.0448 -3.0522 2.6289 0.04 -0.03 -0.04
C -0.7426 -3.4263 1.2502 -0.47 -0.34 0.65
H -2.6438 -5.6366 3.0187 0.08 0.08 -0.04
H -1.1809 -6.0760 3.8569 0.10 0.20 0.12
H -1.1214 -5.6577 2.1386 0.10 0.03 -0.04
H -0.9138 -2.0385 2.9268 0.02 0.06 -0.09
H -0.5946 -2.5734 0.5982 -0.03 0.19 0.36
H -1.6017 -3.9715 0.8494 0.17 -0.05 -0.28
H 0.1428 -4.0724 1.2115 0.01 0.07 -0.22
```
Positions in Å, forces in eV/Å.

Values from the calculation:
* HOMO energy: 0.041 hartree
* frontier orbital gap: 4.166 eV
* energy relative to the best compared isomer or geometry (same formula, charge and spin): 0.000 eV
* charge: -3
* total energy: -52123.56716 eV

---

One molecule with the formula C4H10F2NOPS in a non-equilibrium geometry. Source: the OMol25 dataset; level of theory: ωB97M-V/def2-TZVPD.

Geometry as XYZ:
```
20
Properties=species:S:1:pos:R:3:forces:R:3
C 0.9654 -1.6868 1.2790 0.98 0.69 1.23
C 1.7045 -0.8776 -0.8446 1.32 0.68 -2.03
C -0.4015 2.2747 -1.2200 0.13 -0.24 -2.00
C -1.7351 0.5962 1.1824 1.08 -1.44 0.60
N 1.0016 -0.5288 0.3513 -4.34 -0.54 -0.62
O -0.8091 0.9028 -1.3933 -0.41 0.90 -0.97
F -2.2656 -0.3543 1.9801 -0.14 -1.13 0.29
F -2.7272 1.3612 0.8266 -2.07 1.48 -1.62
P -0.9181 -0.2977 -0.3905 2.18 -0.23 2.00
S -1.6948 -1.8393 -1.2800 0.34 0.83 0.98
H 0.4990 -2.5350 0.7989 -0.63 -0.37 0.23
H 1.9976 -2.0564 1.5487 -0.63 0.73 -0.58
H 0.5492 -1.3707 2.2835 -0.06 -0.55 -1.33
H 1.6330 0.0371 -1.5493 -0.04 -1.84 0.60
H 2.7237 -0.8455 -0.5104 1.01 -0.18 -0.12
H 1.6132 -1.9123 -1.3913 -0.65 1.82 1.04
H -0.8211 2.6993 -0.3842 -0.76 0.59 2.50
H -0.7974 3.0032 -2.0101 0.75 -1.80 0.33
H 0.6674 2.2093 -1.1577 0.54 0.71 -0.08
H -1.1847 1.2206 1.8810 1.40 -0.12 -0.48
```
Positions in Å, forces in eV/Å.

Values from the calculation:
* HOMO energy: -0.331 hartree
* frontier orbital gap: 9.702 eV
* SMILES: CO[P@](=S)(C(F)F)N(C)C
* energy relative to the best compared isomer or geometry (same formula, charge and spin): 1.126 eV
* total energy: -33405.32428 eV